A cluster of 2 separate species, C10H12N3O2 in total in a non-equilibrium geometry, computed with ωB97M-V with the def2-TZVPD basis set.

Results
**Total energy**: -19126.704 eV
**LUMO level (alpha / beta)**: 3.5 / 3.5 eV
**Gap between HOMO and LUMO (alpha / beta)**: 0.223 / 0.223 Ha
**Net charge**: -1
**Energy relative to the best compared isomer or geometry (same formula, charge and spin)**: 463.5 kJ/mol
**Largest force on an atom**: 0.108 Eh/bohr
**E_HOMO (alpha / beta)**: -0.0962 / -0.0962 hartree

Cartesian coordinates (Å):
C  2.84  1.25  -1.69
C  1.58  1.88  -1.52
C  -1.68  -0.07  0.41
C  -1.80  -0.20  1.87
C  -2.21  0.93  -0.26
C  -0.57  -0.98  -0.02
C  -1.15  -1.41  2.51
C  0.65  -0.88  0.88
C  0.39  -1.54  2.19
C  -0.57  1.34  -2.47
N  2.63  0.15  -2.39
N  1.32  0.03  -2.70
N  0.70  1.09  -2.22
O  -2.82  1.96  -0.30
O  -2.33  0.62  2.59
H  3.88  1.52  -1.26
H  1.28  2.63  -0.86
H  -0.90  -2.03  -0.02
H  -0.40  -0.86  -1.17
H  -1.27  -1.33  3.59
H  -1.66  -2.27  2.22
H  1.53  -1.40  0.33
H  0.86  0.24  1.00
H  1.13  -1.26  2.94
H  0.68  -2.50  2.02
H  -1.11  0.77  -3.27
H  -0.98  2.35  -2.39

---

A cluster of 3 separate species, C2H9NO4 in total in a non-equilibrium geometry, computed with ωB97M-V with the def2-TZVPD basis set.

Results
**Total energy**: -11900.327 eV
**LUMO level**: 0.6 eV
**Structure (SMILES)**: CNC(=O)O.O.O
**Gap between HOMO and LUMO**: 0.380 Ha
**Energy relative to the best compared isomer or geometry (same formula, charge and spin)**: 48.4 kJ/mol
**Largest force on an atom**: 0.026 Eh/bohr
**E_HOMO**: -0.3589 hartree

Cartesian coordinates (Å):
C  -1.25  -1.52  -1.47
N  -0.94  -0.84  -0.24
C  -0.11  0.21  -0.13
O  0.33  0.60  0.92
O  0.25  0.75  -1.33
H  -0.63  -2.39  -1.62
H  -2.28  -1.82  -1.49
H  -1.12  -0.88  -2.32
H  -1.21  -1.33  0.60
H  -0.35  1.44  -1.64
O  -1.70  -2.03  2.69
H  -0.86  -1.66  3.00
H  -2.19  -1.98  3.52
O  3.97  3.98  -0.51
H  4.60  4.27  0.15
H  3.50  3.22  -0.14

---

The molecule C20H25N3O4, computed with ωB97M-V with the def2-TZVPD basis set.

Results
**Total energy**: -33806.725 eV
**LUMO level**: 0.6 eV
**Structure (SMILES)**: C=CCNC(=O)[C@H]1CC(=O)N(c2ccc(OCC(=O)N3CCCC3)cc2)C1
**Gap between HOMO and LUMO**: 0.326 Ha
**Energy relative to the best compared isomer or geometry (same formula, charge and spin)**: 196.1 kJ/mol
**Largest force on an atom**: 0.013 Eh/bohr
**E_HOMO**: -0.3027 hartree

Cartesian coordinates (Å):
C  -5.06  -3.85  0.40
C  -5.43  -2.58  0.36
C  -5.11  -1.64  -0.76
N  -4.44  -0.45  -0.27
C  -4.97  0.78  -0.38
O  -6.02  1.00  -0.95
C  -4.14  1.90  0.25
C  -3.72  1.60  1.68
C  -2.34  0.96  1.56
O  -1.77  0.33  2.42
N  -1.88  1.22  0.30
C  -0.64  0.82  -0.22
C  -0.05  1.55  -1.26
C  1.16  1.15  -1.79
C  1.81  0.02  -1.30
O  3.00  -0.28  -1.91
C  3.68  -1.46  -1.53
C  4.23  -1.46  -0.10
O  4.01  -2.40  0.65
N  4.96  -0.41  0.27
C  5.41  0.69  -0.57
C  6.18  1.60  0.38
C  6.72  0.63  1.43
C  5.56  -0.34  1.60
C  1.23  -0.70  -0.27
C  0.02  -0.30  0.26
C  -2.79  2.05  -0.47
H  -5.32  -4.49  1.22
H  -4.49  -4.29  -0.40
H  -6.01  -2.14  1.16
H  -6.02  -1.29  -1.25
H  -4.47  -2.14  -1.51
H  -3.58  -0.60  0.25
H  -4.73  2.81  0.17
H  -3.61  2.51  2.27
H  -4.40  0.94  2.22
H  -0.53  2.43  -1.66
H  1.61  1.70  -2.60
H  3.04  -2.34  -1.64
H  4.52  -1.54  -2.23
H  6.08  0.30  -1.36
H  4.57  1.19  -1.05
H  5.49  2.31  0.85
H  6.96  2.16  -0.12
H  7.60  0.12  1.05
H  6.98  1.12  2.37
H  4.82  0.03  2.31
H  5.86  -1.34  1.91
H  1.71  -1.58  0.14
H  -0.41  -0.87  1.07
H  -2.46  3.09  -0.46
H  -2.83  1.70  -1.51

---

A structure of composition C43H60N3O2STc, computed with ωB97M-V with the def2-TZVPD basis set.

Results
**⟨S²⟩**: 3.776
**Total energy**: -67161.219 eV
**LUMO level (alpha / beta)**: -2.7 / -3.9 eV
**Gap between HOMO and LUMO (alpha / beta)**: 0.279 / 0.240 Ha
**Spin multiplicity**: 4
**Net charge**: +1
**Largest force on an atom**: 0.019 Eh/bohr
**E_HOMO (alpha / beta)**: -0.3773 / -0.3838 hartree

Cartesian coordinates (Å):
Tc  -0.39  -1.86  -0.38
C  0.52  -4.35  -1.97
N  -0.65  -3.45  -1.93
C  -1.87  -4.25  -1.70
C  -0.78  -2.74  -3.23
C  0.06  -1.47  -3.29
N  -0.34  -0.49  -2.26
C  0.66  0.59  -2.23
C  1.92  0.44  -1.38
C  2.70  1.59  -1.32
C  3.91  1.63  -0.67
C  4.37  0.43  -0.13
C  3.65  -0.76  -0.16
C  2.35  -0.74  -0.73
O  1.55  -1.82  -0.70
C  4.32  -2.04  0.37
C  4.39  -3.07  -0.77
C  3.55  -2.64  1.55
C  5.74  -1.78  0.86
C  4.76  2.89  -0.54
C  6.12  2.66  -1.22
C  4.10  4.10  -1.18
C  4.98  3.19  0.95
C  -1.67  0.09  -2.57
C  -2.43  0.65  -1.39
C  -2.81  1.97  -1.39
C  -3.61  2.49  -0.37
C  -4.03  1.60  0.61
C  -3.68  0.25  0.66
C  -2.81  -0.23  -0.35
O  -2.30  -1.47  -0.37
C  -4.23  -0.55  1.85
C  -3.58  0.00  3.13
C  -5.75  -0.36  1.92
C  -3.99  -2.07  1.82
C  -4.03  3.96  -0.39
C  -2.78  4.85  -0.49
C  -4.80  4.36  0.87
C  -4.93  4.20  -1.61
H  0.40  -5.09  -2.76
H  1.43  -3.78  -2.15
H  0.62  -4.86  -1.01
H  -2.05  -4.92  -2.55
H  -1.75  -4.85  -0.80
H  -2.72  -3.59  -1.57
H  -0.48  -3.40  -4.05
H  -1.83  -2.50  -3.37
H  1.11  -1.72  -3.12
H  -0.04  -1.04  -4.29
H  0.98  0.78  -3.26
H  0.16  1.50  -1.90
H  2.32  2.48  -1.81
H  5.34  0.42  0.33
H  3.40  -3.31  -1.14
H  4.99  -2.68  -1.60
H  4.86  -3.99  -0.41
H  2.59  -3.02  1.25
H  4.12  -3.47  1.98
H  3.41  -1.89  2.33
H  6.38  -1.38  0.07
H  5.75  -1.09  1.70
H  6.17  -2.72  1.20
H  5.97  2.41  -2.28
H  6.73  3.56  -1.16
H  6.67  1.84  -0.76
H  3.96  3.95  -2.26
H  3.13  4.31  -0.73
H  4.73  4.98  -1.05
H  5.51  2.39  1.46
H  5.56  4.11  1.07
H  4.02  3.33  1.46
H  -1.56  0.87  -3.32
H  -2.29  -0.69  -3.01
H  -2.49  2.61  -2.20
H  -4.67  1.97  1.39
H  -3.83  1.05  3.29
H  -3.93  -0.57  4.00
H  -2.50  -0.10  3.08
H  -6.04  0.68  2.06
H  -6.22  -0.72  1.00
H  -6.16  -0.93  2.76
H  -2.94  -2.32  1.88
H  -4.49  -2.51  2.68
H  -4.41  -2.52  0.91
H  -2.11  4.65  0.34
H  -2.24  4.68  -1.42
H  -3.07  5.90  -0.46
H  -4.22  4.19  1.77
H  -5.04  5.42  0.82
H  -5.75  3.82  0.95
H  -4.41  3.97  -2.54
H  -5.82  3.57  -1.56
H  -5.25  5.24  -1.64
S  0.05  -3.34  3.88
C  -0.31  -4.73  2.96
C  -0.48  -4.45  1.64
C  -0.32  -3.07  1.32
C  -0.03  -2.36  2.47
C  0.12  -0.93  2.41
C  0.42  -0.10  3.49
C  0.46  1.27  3.29
C  0.15  1.78  2.04
C  -0.12  0.90  1.01
N  -0.11  -0.43  1.17
H  -0.38  -5.69  3.45
H  -0.71  -5.23  0.92
H  0.61  -0.54  4.46
H  0.70  1.93  4.11
H  0.12  2.84  1.85
H  -0.38  1.28  0.04

---

A cluster of 9 separate species, C36H99N9O9 in total in a non-equilibrium geometry, computed with ωB97M-V with the def2-TZVPD basis set.

Results
**Total energy**: -70769.716 eV
**LUMO level**: 0.6 eV
**Structure (SMILES)**: COC[C@H](C)N.COC[C@H](C)N.COC[C@H](C)N.COC[C@H](C)N.COC[C@H](C)N.COC[C@H](C)N.COC[C@H](C)N.COC[C@H](C)N.COC[C@H](C)N
**Gap between HOMO and LUMO**: 0.345 Ha
**Energy relative to the best compared isomer or geometry (same formula, charge and spin)**: 250.3 kJ/mol
**Largest force on an atom**: 0.052 Eh/bohr
**E_HOMO**: -0.3244 hartree

Cartesian coordinates (Å):
C  4.57  1.34  1.35
O  3.70  2.17  0.55
C  3.43  1.87  -0.82
C  3.70  3.14  -1.74
C  3.47  2.74  -3.21
N  5.11  3.53  -1.54
H  4.74  1.93  2.27
H  5.52  1.11  0.91
H  4.06  0.40  1.63
H  4.15  1.14  -1.17
H  2.41  1.45  -0.91
H  3.03  4.00  -1.46
H  3.88  3.54  -3.87
H  2.40  2.66  -3.37
H  3.98  1.76  -3.43
H  5.66  2.68  -1.72
H  5.26  3.71  -0.51
C  -6.90  3.57  -0.95
O  -7.72  3.33  0.20
C  -6.97  2.85  1.29
C  -7.08  1.33  1.40
C  -8.52  0.98  1.59
N  -6.34  0.81  2.61
H  -6.28  4.45  -0.83
H  -7.57  3.79  -1.79
H  -6.31  2.70  -1.23
H  -5.93  3.09  1.04
H  -7.25  3.33  2.25
H  -6.80  1.05  0.39
H  -9.13  1.28  0.74
H  -8.99  1.37  2.52
H  -8.62  -0.10  1.69
H  -6.64  1.40  3.35
H  -5.34  0.84  2.51
C  -4.11  0.28  -1.21
O  -5.21  0.18  -2.15
C  -4.71  0.32  -3.46
C  -3.87  -0.85  -3.97
C  -3.15  -0.49  -5.34
N  -4.68  -2.08  -4.18
H  -3.74  -0.67  -0.91
H  -4.51  0.75  -0.29
H  -3.38  0.97  -1.60
H  -5.58  0.43  -4.10
H  -4.06  1.17  -3.48
H  -3.11  -1.09  -3.25
H  -3.82  -0.13  -6.08
H  -2.55  -1.29  -5.84
H  -2.50  0.32  -5.06
H  -5.13  -2.09  -5.10
H  -5.33  -2.17  -3.44
C  -1.41  -3.99  4.83
O  -1.72  -2.97  3.97
C  -2.06  -1.76  4.65
C  -2.44  -0.67  3.64
C  -3.05  0.55  4.28
N  -3.32  -1.22  2.62
H  -1.05  -4.89  4.34
H  -2.26  -4.39  5.42
H  -0.56  -3.74  5.52
H  -3.00  -1.98  5.20
H  -1.21  -1.39  5.28
H  -1.57  -0.28  3.13
H  -2.40  0.74  5.15
H  -4.03  0.44  4.70
H  -3.11  1.50  3.70
H  -2.92  -2.10  2.28
H  -4.20  -1.49  3.05
C  1.01  0.54  6.37
O  0.49  0.26  5.07
C  1.11  0.89  3.96
C  1.15  2.43  4.06
C  -0.24  3.07  3.95
N  2.05  2.87  3.06
H  0.70  -0.23  7.02
H  0.67  1.52  6.78
H  2.11  0.51  6.47
H  2.09  0.46  3.82
H  0.47  0.63  3.12
H  1.57  2.76  5.00
H  -0.76  2.68  3.06
H  -0.29  4.15  3.84
H  -0.87  2.86  4.81
H  1.92  3.85  2.81
H  1.90  2.41  2.17
C  -0.15  -2.36  -4.27
O  0.49  -1.57  -3.27
C  1.70  -0.85  -3.58
C  2.83  -1.66  -4.08
C  3.43  -2.68  -3.10
N  3.91  -0.75  -4.54
H  -1.15  -2.63  -3.91
H  0.51  -3.24  -4.54
H  -0.28  -1.93  -5.26
H  1.37  -0.10  -4.29
H  1.94  -0.36  -2.62
H  2.48  -2.29  -4.92
H  4.22  -3.23  -3.60
H  2.79  -3.45  -2.69
H  3.88  -2.22  -2.21
H  4.77  -1.32  -4.56
H  3.71  -0.48  -5.51
C  5.40  -2.18  1.02
O  6.69  -2.58  0.61
C  6.50  -3.53  -0.41
C  7.77  -3.79  -1.15
C  8.06  -2.71  -2.16
N  7.59  -5.05  -1.82
H  4.76  -3.04  1.21
H  4.97  -1.62  0.17
H  5.32  -1.58  1.94
H  6.19  -4.50  0.07
H  5.66  -3.37  -1.10
H  8.54  -3.79  -0.34
H  7.37  -2.76  -3.02
H  9.02  -2.80  -2.63
H  7.89  -1.68  -1.76
H  8.20  -5.15  -2.63
H  7.75  -5.87  -1.24
C  -0.97  1.84  -3.69
O  -1.40  2.51  -2.54
C  -0.35  2.37  -1.53
C  -0.60  3.17  -0.28
C  -1.91  2.74  0.31
N  -0.51  4.65  -0.41
H  -0.02  2.29  -4.03
H  -1.71  2.02  -4.48
H  -0.87  0.76  -3.46
H  -0.15  1.28  -1.33
H  0.57  2.76  -1.98
H  0.22  2.83  0.36
H  -1.93  1.67  0.55
H  -2.73  2.86  -0.41
H  -2.15  3.31  1.23
H  0.47  4.90  -0.49
H  -1.04  5.01  -1.16
C  1.78  -2.28  2.84
O  1.43  -3.17  1.74
C  0.22  -2.81  1.08
C  0.18  -1.39  0.54
C  -1.05  -1.24  -0.32
N  1.38  -1.13  -0.25
H  2.44  -2.81  3.52
H  0.92  -2.00  3.45
H  2.35  -1.40  2.56
H  0.21  -3.44  0.21
H  -0.61  -3.05  1.74
H  0.23  -0.77  1.50
H  -1.89  -1.53  0.28
H  -0.91  -2.02  -1.08
H  -1.15  -0.29  -0.83
H  1.27  -1.67  -1.13
H  2.14  -1.65  0.26

---

A structure of composition C26H22BrF5HgN9OS3 in a non-equilibrium geometry, computed with ωB97M-V with the def2-TZVPD basis set.

Results
**⟨S²⟩**: 0.770
**Total energy**: -163086.244 eV
**LUMO level (alpha / beta)**: 4.1 / 4.1 eV
**Gap between HOMO and LUMO (alpha / beta)**: 0.184 / 0.203 Ha
**Spin multiplicity**: 2
**Net charge**: -2
**Energy relative to the best compared isomer or geometry (same formula, charge and spin)**: 0.0 kJ/mol
**Largest force on an atom**: 0.075 Eh/bohr
**E_HOMO (alpha / beta)**: -0.0327 / -0.0517 hartree

Cartesian coordinates (Å):
Hg  -4.23  -17.66  5.17
C  -7.19  -22.72  5.99
S  -6.16  -22.59  7.49
C  -5.48  -20.93  7.34
S  -5.22  -20.32  5.84
N  -5.16  -20.61  8.60
N  -4.54  -19.39  8.79
C  -4.08  -19.25  9.98
C  -3.29  -18.07  10.38
C  -2.32  -18.13  11.33
C  -1.47  -17.11  11.62
C  -1.68  -15.95  10.92
C  -2.70  -15.90  9.99
N  -3.54  -16.93  9.74
H  -7.01  -23.74  5.59
H  -6.79  -21.94  5.23
H  -8.26  -22.56  6.11
H  -4.14  -20.05  10.72
H  -2.24  -19.10  11.91
H  -0.85  -17.07  12.50
H  -1.10  -15.02  11.19
H  -2.86  -14.97  9.53
Br  3.04  -17.65  2.78
C  2.88  -17.39  4.66
C  3.14  -18.30  5.63
C  2.95  -18.06  6.92
C  2.37  -16.79  7.34
C  2.21  -15.79  6.32
C  2.50  -16.08  4.98
N  2.13  -16.55  8.66
N  1.24  -15.54  8.91
C  0.11  -15.61  8.10
C  -0.55  -14.47  7.75
C  -1.75  -14.39  7.00
C  -2.31  -15.55  6.52
O  -3.43  -15.48  5.88
C  -1.77  -16.84  6.94
N  -2.46  -18.01  6.61
C  -2.05  -19.16  6.98
C  -0.96  -19.30  7.85
C  -0.29  -18.17  8.20
C  -0.61  -16.84  7.79
H  3.46  -19.27  5.31
H  3.05  -18.89  7.62
H  1.84  -14.81  6.55
H  2.37  -15.36  4.19
H  -0.12  -13.52  8.08
H  -2.13  -13.41  6.65
H  -2.57  -20.03  6.62
H  -0.64  -20.32  8.10
H  0.54  -18.33  8.87
N  -5.58  -17.20  7.22
N  -5.55  -15.87  7.65
C  -6.60  -15.17  7.97
N  -6.31  -13.80  8.32
S  -8.22  -15.80  7.75
H  -6.58  -17.51  7.09
H  -5.02  -17.85  7.85
H  -4.65  -15.45  7.40
H  -5.50  -13.71  8.86
H  -7.15  -13.40  8.71
F  -3.04  -17.62  2.40
C  -4.23  -18.04  2.95
F  -4.39  -19.33  2.66
C  -5.25  -17.23  2.15
F  -4.98  -17.20  0.82
F  -5.25  -15.92  2.53
F  -6.48  -17.68  2.28

---

A cluster of 2 separate species, C6H9N in total in a non-equilibrium geometry, computed with ωB97M-V with the def2-TZVPD basis set.

Results
**⟨S²⟩**: 2.005
**Total energy**: -7849.951 eV
**LUMO level (alpha / beta)**: 0.9 / -2.3 eV
**Gap between HOMO and LUMO (alpha / beta)**: 0.188 / 0.278 Ha
**Spin multiplicity**: 3
**Energy relative to the best compared isomer or geometry (same formula, charge and spin)**: 281.2 kJ/mol
**Largest force on an atom**: 0.182 Eh/bohr
**E_HOMO (alpha / beta)**: -0.1556 / -0.3647 hartree

Cartesian coordinates (Å):
C  -0.54  -1.04  0.63
C  -0.44  -1.32  -0.55
C  0.37  2.23  0.68
C  -0.62  -1.09  2.09
C  -0.32  -1.27  -1.96
C  1.03  1.87  -0.53
N  -0.06  2.50  1.72
H  -0.66  -2.17  2.43
H  -1.53  -0.65  2.33
H  0.15  -0.37  2.52
H  -1.19  -0.68  -2.44
H  -0.46  -2.32  -2.28
H  0.58  -0.89  -2.14
H  1.56  0.95  -0.36
H  1.89  2.50  -0.79
H  0.25  1.74  -1.34

---

The ion C3H8NS with charge -1 in a non-equilibrium geometry, computed with ωB97M-V with the def2-TZVPD basis set.

Results
**Total energy**: -15565.099 eV
**LUMO level**: 3.9 eV
**Structure (SMILES)**: C[C@H](N)C[S-]
**Gap between HOMO and LUMO**: 0.230 Ha
**Net charge**: -1
**Energy relative to the best compared isomer or geometry (same formula, charge and spin)**: 187.5 kJ/mol
**Largest force on an atom**: 0.091 Eh/bohr
**E_HOMO**: -0.0850 hartree

Cartesian coordinates (Å):
C  1.32  -0.48  -0.19
C  -0.19  -0.37  0.01
N  -0.88  -0.47  -1.31
C  -0.48  0.95  0.94
S  -1.97  1.13  2.03
H  1.54  -1.42  -0.79
H  1.97  -0.53  0.78
H  1.60  0.26  -0.94
H  -0.72  -1.42  0.50
H  -1.89  -0.34  -1.03
H  -0.26  -0.02  -1.88
H  0.45  0.83  1.56
H  -0.49  1.88  0.33